Record 1
10
Properties=species:S:1:pos:R:3 method="wB97M-V/def2-TZVPD" orbital_gap_ev=9.189 smiles="O=S(=O)=S.C=C" relative_energy_kcal_mol=69.85 e_tot_ev=-27901.3071 lumo_ha=-0.0414
H 0.94868 0.00570 -0.55453
C 0.84519 0.29871 0.45112
H 1.49716 -0.20657 1.19930
S -1.47207 0.04934 -2.01146
C 0.08294 1.31153 0.86886
O -1.13099 -1.75215 0.22872
O 0.51194 -1.98917 -1.52364
H -0.01178 1.55139 1.93848
S -0.57539 -1.25156 -0.98441
H -0.69568 1.98279 0.38755

---

Record 2
13
Properties=species:S:1:pos:R:3 method="wB97M-V/def2-TZVPD" orbital_gap_ev=10.094 smiles="C=C=C(C)C" relative_energy_kcal_mol=27.02 e_tot_ev=-5312.9950 lumo_ha=0.0389
H 2.34285 -0.19675 0.04882
H 1.86828 -0.23054 -1.65697
C -0.92960 -1.01919 1.74010
C -0.24166 -0.46806 0.77526
C 0.21935 0.11484 -0.30188
H -1.75572 0.85963 -0.67398
C -0.85051 0.63447 -1.24436
H -1.27466 -2.04789 1.65836
C 1.67108 0.24978 -0.68939
H -0.54135 1.53390 -1.78802
H 1.93610 1.30899 -0.79981
H -1.10982 -0.13958 -1.97518
H -1.22331 -0.45966 2.62478

---

Record 3
9
Properties=species:S:1:pos:R:3 method="wB97M-V/def2-TZVPD" orbital_gap_ev="7.880 / 7.954" relative_energy_kcal_mol=158.31 e_tot_ev=-6149.0358 lumo_ha="0.0372 / 0.0361"
C -0.96752 0.15555 -0.50765
N -1.81099 0.56345 0.66938
N 1.85014 -0.15164 0.71616
H -1.91478 -1.68348 0.53360
H 1.32969 1.37217 -0.88193
H -1.17264 0.27176 -1.55605
C 1.43248 0.47040 -0.21591
C -1.65003 -0.67431 0.36860
H 2.90365 -0.32392 0.87380

---

Record 4
13
Properties=species:S:1:pos:R:3 method="wB97M-V/def2-TZVPD" orbital_gap_ev="8.224 / 8.352" relative_energy_kcal_mol=134.12 e_tot_ev=-23000.5058 lumo_ha="-0.0118 / -0.0275"
H 1.94828 -1.01831 -1.35018
F -0.74692 -2.39337 0.04546
C 0.25693 -0.16920 -0.08445
H 0.24954 -0.56747 2.18751
H 1.37272 0.68900 -1.76905
C -0.83413 -1.07094 0.14770
H 2.46299 0.33581 -0.50533
O -1.47467 2.28124 0.36342
H -0.91449 0.79096 1.51406
C -0.26133 -0.22802 1.25728
C 1.55241 -0.07611 -0.94279
N -0.98973 2.08324 -0.68723
Cl -2.62162 -0.65682 -0.17642

---

Record 5
184
Properties=species:S:1:pos:R:3 method="wB97M-V/def2-TZVPD" orbital_gap_ev="4.290 / 4.277" multiplicity=2 total_charge=+3 s2=0.755 e_tot_ev=-95057.0237 lumo_ha="-0.3777 / -0.3782"
H -1.14468 -6.50058 5.55831
C 1.82369 0.71708 5.05573
H 6.00104 0.41084 2.03539
H -6.84965 -3.04154 3.03893
C -2.85053 1.41319 4.71445
H 5.96073 -2.54238 0.31624
C -2.56666 -1.31468 -5.40320
H 3.89697 -1.97759 -3.67372
H -1.49843 -5.71231 -5.79332
H -4.01893 3.95137 4.34208
O -1.78465 1.05655 -5.61833
H -1.97660 5.48292 -2.07793
H -0.22494 5.18015 -1.94621
C 5.10450 -1.89722 0.11947
H 1.53288 2.01820 3.41434
H -1.97544 3.33985 5.11915
O 3.62104 1.83416 -2.88024
H -6.83305 2.69457 -0.43079
H 2.80255 2.55139 4.52857
C 2.94164 -1.73604 -4.13967
H -4.15179 4.21364 6.14741
H 2.56453 -2.56382 -4.74023
O -0.94327 5.43146 -4.44794
C -1.25556 -4.64756 -3.04272
H 3.23265 2.55006 -5.41091
H 0.65402 5.17994 1.16686
H 2.27654 4.83266 1.83332
C -2.90514 -6.57782 4.70989
H -3.98682 2.48975 0.08788
H -6.56298 -1.35807 1.25376
O -1.43462 -1.87065 -6.08624
H -1.47267 1.70099 -0.79411
H 4.66529 3.19445 0.66043
H -0.18845 3.67316 -3.87887
H -5.03179 -6.60298 4.47030
H -6.01775 4.62258 -1.22089
H -2.59378 -0.29550 -1.78405
H -2.61993 3.49307 -5.12536
H 2.32436 -5.35015 -2.06112
H -0.61455 -1.76691 -1.66127
H -2.43558 -4.88087 3.35346
H -4.22137 -1.96654 3.11341
C 4.36820 -5.27536 -2.62816
C 2.44141 2.42920 -3.37796
H 3.80904 -3.32513 0.50807
H -1.50949 -5.56518 -2.51207
H -6.81852 3.28604 2.05956
H 7.21821 3.20035 0.71945
C 2.24990 6.76324 1.01209
C 5.35721 -0.37734 0.45682
O 7.47086 1.46482 1.93966
H -1.37634 -0.19496 -3.96601
H 3.84771 1.74519 2.74316
C 5.67146 3.23294 2.23334
H 5.51746 4.31149 2.26640
H -6.13044 -0.42201 2.62592
C -1.93171 -0.33858 -0.91923
H -4.50700 -5.11999 5.32087
H 0.84992 -3.22040 -0.82927
O 5.40064 -0.31941 1.86851
H -2.87994 -2.07762 -4.69054
H -3.72709 0.83070 4.99808
H -1.02693 5.24050 -5.38502
H -1.78224 -2.89414 1.53014
H -0.88047 -6.92912 -4.67573
H 2.48132 0.58246 5.91451
H -2.79442 -6.37137 2.56405
H -2.57126 1.09978 -6.16694
H 3.64700 -5.62268 -0.13023
H -2.69965 1.61190 3.65339
O 1.69942 7.40982 2.10172
C -5.87350 3.06357 1.56403
C -0.20591 -4.97950 -4.15856
O 1.72523 -0.88531 1.48898
H 1.95482 8.33514 2.11357
C -4.31788 -6.18411 5.17951
H 2.90335 -3.66571 -1.93165
H 4.20407 6.45520 0.19934
C -4.74214 2.59596 -0.69078
C 2.36963 1.68510 4.02835
H -0.26327 0.93762 -1.69566
C -5.96297 3.18159 0.00952
C -1.23053 -1.68816 -0.76547
O 3.42808 -4.72281 -0.38300
O 1.59621 -0.61986 4.47499
H 5.61039 2.79592 3.23003
C 7.10364 2.86170 1.74916
H -0.19882 0.78984 2.64468
H -4.94343 3.55029 1.85756
H 4.54136 0.30582 0.22065
H 4.09221 4.19896 -3.99215
C 0.45500 -3.22004 0.18668
H -2.45420 2.63846 -3.60482
H -0.19951 -4.08827 0.26333
H 6.27036 0.07504 0.07002
H -3.31326 4.07333 -3.60267
C -2.77032 2.69831 5.49953
H 8.38558 1.32300 1.68513
H 0.25794 -6.22269 -5.76315
C -5.69933 -1.03769 1.83649
C -5.04578 -2.31869 2.49337
C 1.72721 5.28511 1.00772
H -2.58747 -0.28830 -0.05000
H -0.54585 -2.46128 2.66393
H -2.68071 3.27928 7.32453
H -4.11385 -4.19789 1.91049
H -5.42673 -3.70926 0.90832
C -0.57709 1.25477 1.73426
H -1.62195 -1.24019 2.20140
O -2.04344 -6.23818 5.77042
H 1.06955 -0.65470 -3.47231
O -5.96738 -2.95037 3.40620
H 0.86033 -1.04056 4.92565
H 4.14595 7.88651 1.25461
O 4.74295 2.62569 1.42990
H 1.95064 1.22221 -0.70307
C -2.38367 -5.96144 3.48674
H 0.64157 -3.76246 -5.51940
O -2.57183 2.42622 6.89788
H -1.93240 0.86684 4.93042
C -0.24345 -1.86288 0.46434
H 1.72787 -0.91816 -1.20691
H -1.39534 3.98428 -1.45446
H 1.89103 7.25329 0.10701
H -0.94318 -2.36545 -5.42649
C 1.34051 1.64296 0.09619
H 1.34003 -3.46511 0.77385
H -1.97313 -2.48532 -0.73108
O 4.05637 -2.49696 0.92587
C 3.77068 6.87375 1.10767
O 2.42507 -0.93018 -1.86673
H 6.03690 -4.64444 -3.40281
H -1.65058 1.09395 1.63500
H 1.74211 1.62228 -3.59697
H 0.73993 -5.28308 -3.70986
N 0.65970 -0.72407 0.49626
O -6.02561 4.54955 -0.26371
H -0.84286 -3.99933 -2.26968
H -2.98512 -7.65404 4.55676
H 1.03038 2.63336 -0.23702
H 1.94095 4.84670 0.03293
H -5.77324 1.99752 1.76795
H 3.37648 0.99876 -2.47541
H -3.38758 -1.00408 -6.04951
C 1.82490 -1.35070 -3.10745
C -1.18775 4.74234 -2.20968
H -3.03598 0.30492 -4.09334
H -4.59399 -6.64007 6.13028
C -4.00638 3.50172 5.33493
H 4.84368 -1.94417 -0.93783
H -4.34461 3.23247 -1.48130
H 7.88100 3.46635 2.21629
H 0.85731 1.11567 5.36450
C -4.56777 -3.31842 1.45379
Y 3.54911 -1.42166 3.02301
C -2.42990 3.62829 -4.06061
C 2.67556 3.18088 -4.71821
H -2.15226 -4.18098 -3.45056
C -1.08674 -2.09637 1.79079
H 2.49625 -0.39828 -5.35949
H -4.99571 -0.50071 1.20036
H 3.99229 -5.42409 -3.64042
O 3.28319 4.44395 -4.44720
O -0.00177 -3.72636 -4.80778
H -4.86362 2.83567 5.43300
H -3.85525 -2.88905 0.74947
H 1.73175 3.37778 -5.22669
O 5.48032 -4.40935 -2.65679
O 3.34376 -0.73009 -5.05416
O 3.43070 1.04587 3.25175
H 4.67546 -6.21423 -2.16749
C -1.06261 4.28401 -3.65347
H -4.92272 1.61310 -1.12609
C -0.63895 -5.99689 -5.18634
H 1.90609 3.01983 -2.63453
H -0.41408 2.32543 1.85762
H 4.14032 6.27731 1.94177
C -2.17276 -0.00093 -4.68445
C 3.16185 -4.71319 -1.77654
C 0.12346 0.71543 0.42587
C -0.89788 0.77535 -0.82443
H 1.99053 1.87716 0.93924
H 1.29012 -2.25998 -2.83302
H -1.30411 -6.06852 3.38092

---

Number 1: maximum force 2.736 eV Å⁻¹. Number 2: maximum force 0.269 eV Å⁻¹. Number 3: maximum force 6.168 eV Å⁻¹. Number 4: maximum force 3.592 eV Å⁻¹. Number 5: maximum force 5.469 eV Å⁻¹.